Molecular formula: C24H64O8
Method: DFT, ωB97M-V/def2-TZVPD

Last column: Löwdin charge in e.
Atoms and positions in Å:
C -14.91 -4.90 21.10  -0.07
C -14.40 -6.30 20.77  -0.48
C -15.26 -7.51 21.47  -0.03
O -14.54 -6.53 19.39  -0.07
H -14.39 -4.20 20.46  0.08
H -14.88 -4.73 22.18  0.08
H -15.96 -4.86 20.79  0.08
H -13.32 -6.29 20.92  0.13
H -15.11 -7.63 22.54  0.06
H -14.86 -8.44 21.07  0.06
H -16.28 -7.43 21.08  0.07
H -13.67 -6.78 19.07  0.09
C -2.75 5.04 19.10  -0.04
C -3.79 4.62 20.19  -0.54
C -5.17 4.33 19.61  -0.06
O -3.39 3.49 20.80  -0.02
H -2.02 5.75 19.49  0.07
H -3.16 5.57 18.24  0.07
H -2.24 4.19 18.64  0.07
H -3.76 5.45 20.89  0.13
H -5.95 4.05 20.32  0.08
H -5.14 3.55 18.84  0.08
H -5.47 5.24 19.09  0.07
H -2.61 3.24 20.31  0.08
C -12.61 2.43 18.48  -0.07
C -13.41 3.76 18.39  -0.48
C -14.42 3.68 17.18  -0.04
O -14.07 4.12 19.59  -0.04
H -13.18 1.55 18.78  0.08
H -11.88 2.61 19.27  0.07
H -12.05 2.26 17.56  0.08
H -12.68 4.52 18.10  0.12
H -15.36 3.34 17.60  0.07
H -14.14 3.00 16.38  0.07
H -14.40 4.71 16.81  0.07
H -13.62 3.80 20.38  0.08
C -16.20 10.85 14.59  -0.06
C -15.92 12.31 14.90  -0.57
C -17.17 13.18 14.96  -0.06
O -15.14 12.39 16.02  -0.03
H -16.77 10.71 13.67  0.08
H -16.68 10.38 15.44  0.08
H -15.24 10.37 14.41  0.08
H -15.33 12.79 14.11  0.14
H -17.55 13.27 13.94  0.08
H -16.91 14.16 15.34  0.08
H -17.89 12.66 15.59  0.08
H -15.55 11.89 16.73  0.09
C -15.80 1.37 25.19  -0.05
C -14.56 2.16 25.77  -0.51
C -13.88 1.55 26.97  -0.07
O -13.75 2.25 24.67  -0.05
H -16.63 1.43 25.89  0.07
H -15.65 0.33 24.88  0.07
H -16.07 1.80 24.23  0.07
H -14.90 3.13 26.12  0.14
H -13.55 0.52 26.81  0.08
H -14.65 1.30 27.69  0.08
H -13.20 2.20 27.52  0.08
H -13.22 1.46 24.54  0.10
C -18.00 5.29 11.72  -0.04
C -17.74 4.61 10.32  -0.52
C -16.81 3.35 10.34  -0.05
O -18.99 4.34 9.85  -0.04
H -18.47 6.25 11.51  0.07
H -17.10 5.38 12.33  0.07
H -18.75 4.71 12.25  0.08
H -17.19 5.26 9.64  0.12
H -17.06 2.81 11.26  0.07
H -15.76 3.63 10.31  0.07
H -16.93 2.68 9.49  0.07
H -18.84 4.05 8.95  0.10
C -8.33 4.68 25.69  -0.07
C -8.38 5.87 24.73  -0.47
C -9.77 5.96 24.22  -0.08
O -8.09 7.07 25.50  -0.06
H -9.13 4.67 26.43  0.07
H -7.42 4.71 26.28  0.08
H -8.52 3.69 25.27  0.08
H -7.62 5.93 23.95  0.14
H -10.42 5.89 25.10  0.08
H -10.05 5.26 23.43  0.09
H -10.02 6.93 23.80  0.08
H -8.72 6.99 26.23  0.07
C -19.68 8.87 21.23  -0.04
C -19.00 7.58 20.67  -0.54
C -19.79 7.08 19.60  -0.10
O -17.71 7.95 20.24  -0.04
H -19.22 8.99 22.21  0.08
H -20.77 8.88 21.34  0.07
H -19.58 9.67 20.50  0.08
H -18.83 6.83 21.46  0.14
H -20.82 6.94 19.95  0.09
H -19.33 6.18 19.20  0.09
H -19.75 7.75 18.74  0.10
H -17.23 7.13 20.09  0.09

## Properties
SMILES string: CC(C)O.CC(C)O.CC(C)O.CC(C)O.CC(C)O.CC(C)O.CC(C)O.CC(C)O
energy: -42301.85378 eV
lowest unoccupied orbital energy: 0.35 eV
largest force on an atom: 3.7 eV/A

Molecular formula: C24H64O8
Method: DFT, ωB97M-V/def2-TZVPD

Last column: Löwdin charge in e.
Atoms and positions in Å:
C 5.19 3.54 3.72  -0.03
C 5.01 2.11 3.17  -0.68
C 4.64 2.21 1.77  -0.07
O 6.04 1.39 3.21  0.05
H 6.12 3.92 3.35  0.07
H 5.28 3.48 4.83  0.09
H 4.35 4.16 3.54  0.06
H 4.12 1.73 3.72  0.14
H 3.79 2.82 1.59  0.06
H 4.25 1.27 1.39  0.07
H 5.45 2.55 1.13  0.10
H 6.24 1.27 4.11  0.11
C 1.95 0.88 -1.44  0.01
C 0.81 1.45 -0.58  -0.58
C -0.42 2.01 -1.30  -0.02
O 0.30 0.74 0.33  -0.05
H 2.71 0.43 -0.81  0.07
H 2.43 1.61 -2.09  0.09
H 1.51 0.12 -2.07  0.06
H 1.21 2.19 0.03  0.10
H -1.10 2.52 -0.65  0.04
H -1.01 1.32 -1.91  0.07
H -0.02 2.80 -1.93  0.08
H -0.44 1.22 0.75  0.08
C -0.61 -2.18 -0.13  -0.02
C -1.38 -3.43 -0.40  -0.68
C -0.95 -4.59 0.45  -0.03
O -2.60 -3.34 -0.29  0.04
H 0.08 -1.95 -0.93  0.06
H 0.05 -2.23 0.72  0.07
H -1.28 -1.36 0.02  0.06
H -1.17 -3.83 -1.38  0.12
H -1.16 -4.52 1.48  0.07
H 0.14 -4.64 0.37  0.08
H -1.39 -5.52 0.06  0.09
H -2.96 -2.83 -1.01  0.06
C 0.70 3.40 3.02  -0.01
C -0.70 3.47 2.44  -0.62
C -0.82 4.49 1.38  -0.04
O -1.15 2.37 2.01  -0.01
H 0.82 2.70 3.82  0.07
H 1.10 4.34 3.27  0.07
H 1.31 3.05 2.23  0.05
H -1.33 3.79 3.28  0.15
H -0.49 5.47 1.71  0.09
H -1.85 4.61 1.24  0.06
H -0.24 4.34 0.47  0.09
H -2.03 2.52 1.59  0.08
C -2.60 -0.75 -2.80  -0.01
C -3.85 -1.63 -3.04  -0.62
C -3.49 -2.68 -4.09  -0.04
O -4.27 -2.23 -2.04  0.02
H -3.01 0.20 -2.43  0.05
H -2.10 -0.46 -3.74  0.10
H -1.95 -1.19 -2.07  0.05
H -4.70 -0.99 -3.43  0.16
H -3.07 -2.25 -5.02  0.09
H -4.34 -3.37 -4.37  0.10
H -2.74 -3.32 -3.77  0.04
H -5.10 -2.64 -2.26  0.14
C 0.25 -4.76 -4.67  -0.02
C 1.10 -4.02 -3.68  -0.64
C 0.59 -2.60 -3.50  -0.06
O 1.18 -4.51 -2.53  0.03
H 0.27 -4.19 -5.56  0.06
H -0.78 -4.84 -4.30  0.09
H 0.71 -5.71 -5.00  0.09
H 2.17 -3.94 -3.97  0.15
H 0.56 -2.10 -4.48  0.09
H 1.30 -1.97 -2.94  0.07
H -0.40 -2.51 -3.03  0.05
H 1.70 -3.94 -1.99  0.11
C 3.73 -1.27 3.25  -0.01
C 2.28 -1.03 2.69  -0.63
C 1.75 0.33 3.03  -0.06
O 2.26 -1.24 1.47  0.01
H 4.11 -2.23 3.09  0.05
H 3.60 -1.15 4.36  0.10
H 4.46 -0.55 2.97  0.03
H 1.66 -1.74 3.21  0.13
H 1.81 0.54 4.10  0.09
H 0.68 0.53 2.76  0.09
H 2.35 1.03 2.45  0.06
H 1.87 -0.51 0.96  0.08
C -4.25 2.52 -1.01  -0.03
C -4.24 2.01 0.40  -0.58
C -3.60 0.57 0.61  0.01
O -3.72 2.86 1.20  -0.03
H -5.00 3.28 -1.17  0.08
H -4.59 1.67 -1.62  0.08
H -3.24 2.73 -1.34  0.07
H -5.31 1.92 0.66  0.14
H -4.12 -0.13 0.08  0.04
H -3.48 0.28 1.64  0.09
H -2.55 0.53 0.17  0.08
H -4.40 3.56 1.45  0.18

## Properties
SMILES string: CC(C)O.CC(C)O.CC(C)O.CC(C)O.CC(C)O.CC(C)O.CC(C)O.CC(C)O
energy: -42297.56253 eV
lowest unoccupied orbital energy: 0.21 eV
largest force on an atom: 11.0 eV/A

Molecular formula: C24H65NO8S7
Method: DFT, ωB97M-V/def2-TZVPD

Last column: Löwdin charge in e.
Atoms and positions in Å:
C -5.73 4.20 -1.01  -0.26
S -5.99 5.32 0.38  0.77
O -7.35 5.86 0.33  -0.55
C -6.14 4.12 1.71  -0.27
H -4.70 3.99 -1.19  0.03
H -6.14 4.70 -1.90  0.06
H -6.24 3.25 -0.77  0.06
H -5.30 3.40 1.70  0.05
H -7.05 3.56 1.53  0.05
H -6.30 4.69 2.65  0.06
C 3.21 5.66 -4.93  -0.23
S 2.49 4.22 -4.04  0.86
O 1.92 4.87 -2.76  -0.61
C 1.09 3.85 -5.15  -0.27
H 4.22 5.32 -5.25  0.05
H 3.35 6.46 -4.26  0.03
H 2.52 6.00 -5.67  0.03
H 0.43 3.16 -4.61  0.03
H 1.46 3.34 -6.01  0.04
H 0.54 4.81 -5.38  0.07
C 2.52 -1.29 -3.53  -0.25
S 1.72 -0.34 -4.84  0.82
O 1.70 1.06 -4.32  -0.59
C 3.14 -0.41 -6.07  -0.23
H 2.63 -2.30 -3.88  0.04
H 1.88 -1.18 -2.60  0.06
H 3.52 -0.87 -3.37  0.06
H 3.90 0.17 -5.55  0.04
H 2.89 0.00 -7.06  0.05
H 3.48 -1.45 -6.14  0.05
C -1.41 -3.70 0.78  -0.25
S -0.02 -3.90 -0.35  0.79
O 1.18 -3.47 0.43  -0.58
C 0.06 -5.72 -0.26  -0.25
H -1.37 -2.61 0.92  0.04
H -1.10 -4.34 1.64  0.06
H -2.37 -4.05 0.39  0.05
H -0.02 -5.88 0.84  0.04
H 1.07 -6.02 -0.62  0.06
H -0.76 -6.13 -0.88  0.05
C 0.03 6.66 -0.57  -0.23
S 0.66 5.08 0.13  0.84
O -0.49 4.11 -0.12  -0.58
C 0.54 5.50 1.82  -0.29
H 0.27 6.63 -1.66  0.04
H 0.62 7.43 -0.07  0.04
H -1.04 6.79 -0.38  0.06
H 1.31 6.24 2.05  0.06
H 0.70 4.61 2.36  0.02
H -0.50 5.79 2.08  0.08
C -0.79 -3.58 -4.28  -0.20
S -2.51 -3.89 -3.52  0.83
O -2.41 -4.27 -2.09  -0.59
C -3.21 -2.23 -3.64  -0.26
H -0.14 -4.44 -4.12  0.05
H -0.37 -2.71 -3.82  0.01
H -0.86 -3.41 -5.33  0.03
H -2.63 -1.63 -2.90  0.04
H -4.26 -2.28 -3.34  0.05
H -2.98 -1.75 -4.58  0.05
C 0.94 1.64 -1.28  -0.20
S -0.67 1.00 -2.00  0.87
O -0.41 -0.49 -2.26  -0.61
C -1.77 1.05 -0.50  -0.22
H 0.69 2.25 -0.43  0.00
H 1.44 2.25 -2.02  0.01
H 1.49 0.78 -0.98  0.04
H -2.67 0.58 -0.93  0.04
H -2.03 2.07 -0.16  0.05
H -1.39 0.31 0.18  0.01
C -1.85 -0.16 3.13  -0.13
C -0.73 0.95 2.87  -0.12
C -1.58 2.25 3.00  -0.23
O -2.95 1.94 2.97  -0.15
C -3.09 0.62 3.49  -0.20
H -1.61 -0.95 3.81  0.10
H -2.01 -0.56 2.17  0.06
H -0.34 0.79 1.83  0.09
H 0.04 1.06 3.61  0.09
H -1.33 2.93 2.19  0.09
H -1.31 2.73 3.99  0.13
H -3.96 0.11 3.07  0.11
H -3.41 0.75 4.54  0.12
C 3.08 -4.68 6.23  -0.09
C 3.74 -4.14 4.95  -0.25
N 2.78 -4.01 3.80  -0.19
C 2.92 -2.71 3.21  -0.31
C 2.33 -1.65 4.15  -0.09
C 2.96 -5.14 2.85  -0.25
C 2.34 -6.53 3.29  -0.07
H 2.02 -4.35 6.20  0.09
H 3.58 -4.32 7.12  0.06
H 3.10 -5.75 6.28  0.04
H 4.22 -3.16 5.19  0.11
H 4.64 -4.70 4.69  0.10
H 2.37 -2.67 2.22  0.10
H 3.94 -2.46 2.87  0.12
H 2.63 -0.65 3.75  0.08
H 2.75 -1.76 5.15  0.05
H 1.21 -1.83 4.27  0.09
H 2.37 -4.79 1.95  0.09
H 4.04 -5.20 2.52  0.12
H 2.42 -7.15 2.40  0.06
H 2.89 -6.85 4.17  0.05
H 1.29 -6.37 3.52  0.06

## Properties
energy: -119650.89399 eV
lowest unoccupied orbital energy: 0.26 eV
largest force on an atom: 2.6 eV/A

Molecular formula: C24H66AsF6O21S9
Method: DFT, ωB97M-V/def2-TZVPD

Last column: Löwdin charge in e.
Atoms and positions in Å:
As 0.16 0.07 -0.13  0.91
F -1.18 0.51 1.06  -0.35
F 1.29 -0.32 1.23  -0.32
F 1.38 -0.51 -1.32  -0.31
F -0.93 0.42 -1.44  -0.28
F 0.82 1.74 -0.12  -0.31
F -0.55 -1.64 0.01  -0.35
O 4.25 -8.70 -2.05  -0.31
S 5.28 -7.76 -1.65  0.73
O 6.29 -7.25 -2.63  -0.32
O 4.57 -6.42 -0.82  -0.31
C 3.63 -6.49 0.28  -0.23
C 4.31 -5.83 1.54  -0.05
C 6.24 -8.52 -0.26  -0.11
H 3.43 -7.56 0.37  0.10
H 2.73 -5.98 -0.04  0.12
H 4.38 -4.77 1.29  0.07
H 5.31 -6.25 1.70  0.06
H 3.76 -5.81 2.48  0.07
H 6.93 -9.27 -0.64  0.06
H 5.59 -8.87 0.55  0.06
H 6.85 -7.68 0.06  0.06
O -0.08 7.43 5.01  -0.30
S 1.34 7.28 5.20  0.66
O 2.19 8.43 4.91  -0.30
O 1.52 6.89 6.80  -0.26
C 0.52 6.11 7.42  -0.28
C 0.75 4.58 7.27  -0.07
C 1.94 5.74 4.35  -0.09
H -0.52 6.36 7.22  0.11
H 0.62 6.24 8.50  0.11
H -0.04 4.00 7.74  0.07
H 1.66 4.14 7.68  0.08
H 0.75 4.30 6.21  0.05
H 0.99 5.22 4.25  0.06
H 2.71 5.32 5.01  0.07
H 2.30 6.00 3.36  0.07
O 5.94 0.60 7.70  -0.32
S 7.01 1.52 7.17  0.71
O 7.11 2.96 7.42  -0.31
O 8.48 0.90 7.46  -0.27
C 9.59 1.55 6.97  -0.33
C 10.79 0.62 7.07  -0.05
C 7.00 1.35 5.31  -0.10
H 9.74 2.45 7.56  0.12
H 9.50 1.91 5.94  0.11
H 11.64 1.11 6.60  0.08
H 10.58 -0.32 6.56  0.08
H 11.14 0.51 8.10  0.08
H 5.95 1.39 5.03  0.07
H 7.50 0.41 5.05  0.07
H 7.64 2.17 4.97  0.05
O 4.86 3.13 -7.00  -0.31
S 4.13 3.80 -5.91  0.67
O 4.35 5.21 -5.61  -0.30
O 2.55 3.46 -6.16  -0.27
C 1.59 4.07 -5.40  -0.32
C 0.65 4.66 -6.45  -0.06
C 4.36 2.73 -4.47  -0.11
H 2.04 4.90 -4.86  0.11
H 1.10 3.37 -4.72  0.13
H 1.18 5.27 -7.18  0.08
H -0.09 5.33 -6.00  0.07
H 0.15 3.85 -6.99  0.08
H 3.91 3.27 -3.63  0.07
H 5.42 2.71 -4.23  0.07
H 4.03 1.73 -4.75  0.08
O -8.69 3.54 1.74  -0.32
S -7.48 2.98 1.10  0.70
O -7.55 2.16 -0.10  -0.30
O -6.38 4.24 1.01  -0.26
C -5.49 4.16 -0.07  -0.31
C -4.42 5.28 -0.07  -0.06
C -6.61 1.99 2.43  -0.10
H -6.01 4.38 -1.00  0.12
H -4.96 3.21 -0.03  0.12
H -3.67 5.21 0.71  0.08
H -4.94 6.22 0.09  0.07
H -4.01 5.38 -1.08  0.08
H -5.83 1.42 1.93  0.06
H -7.35 1.33 2.88  0.06
H -6.26 2.69 3.18  0.06
O -6.74 -3.34 -4.11  -0.31
S -6.53 -4.13 -2.88  0.68
O -7.54 -5.05 -2.42  -0.29
O -5.15 -4.98 -3.17  -0.31
C -4.86 -6.21 -2.52  -0.30
C -3.38 -6.54 -2.70  -0.07
C -5.64 -3.13 -1.61  -0.08
H -5.42 -7.05 -2.93  0.12
H -5.00 -6.20 -1.44  0.12
H -3.09 -6.48 -3.75  0.08
H -3.18 -7.49 -2.21  0.08
H -2.77 -5.77 -2.23  0.08
H -4.76 -3.72 -1.36  0.06
H -6.34 -2.95 -0.79  0.06
H -5.23 -2.18 -1.97  0.07
C -5.74 1.41 -5.85  -0.27
S -6.21 1.99 -7.52  0.84
O -5.03 1.54 -8.44  -0.60
C -7.55 0.76 -7.81  -0.27
H -4.85 1.93 -5.49  0.05
H -5.55 0.34 -5.89  0.05
H -6.53 1.53 -5.11  0.05
H -8.26 0.78 -6.98  0.04
H -7.13 -0.24 -7.70  0.05
H -8.09 0.93 -8.74  0.05
C -3.03 -3.81 -8.05  -0.27
S -1.31 -4.30 -7.67  0.82
O -0.49 -3.92 -8.89  -0.59
C -0.85 -2.97 -6.43  -0.23
H -3.19 -2.74 -8.19  0.05
H -3.68 -4.18 -7.26  0.04
H -3.39 -4.29 -8.97  0.05
H -1.45 -2.97 -5.52  0.04
H -1.22 -2.01 -6.78  0.05
H 0.22 -3.13 -6.29  0.05
C -2.47 -0.68 5.80  -0.25
S -1.55 -1.65 7.07  0.81
O -2.09 -3.06 6.94  -0.60
C 0.11 -1.64 6.24  -0.25
H -1.86 0.19 5.60  0.05
H -3.48 -0.52 6.18  0.05
H -2.42 -1.36 4.95  0.05
H 0.51 -0.64 6.42  0.04
H -0.03 -1.73 5.17  0.05
H 0.90 -2.27 6.65  0.05

## Properties
energy: -243612.48874 eV
net charge: -1
lowest unoccupied orbital energy: 1.40 eV
largest force on an atom: 4.8 eV/A